Molecular formula: C13H10N6OS2SeSn
Method: DFT, ωB97M-V/def2-TZVPD

Geometry (Å):
Sn  0.23  0.63  -0.15
N  2.79  -2.88  1.22
C  1.90  -1.85  1.11
S  2.50  -0.39  0.38
N  0.69  -2.07  1.51
N  -0.22  -1.08  1.40
C  -1.37  -1.31  1.93
C  -2.49  -0.43  1.95
C  -3.69  -0.92  2.51
C  -4.83  -0.15  2.56
C  -4.79  1.15  2.03
C  -3.63  1.66  1.49
C  -2.44  0.90  1.47
O  -1.35  1.46  1.02
H  3.76  -2.66  1.12
H  2.53  -3.63  1.84
H  -1.48  -2.27  2.43
H  -3.70  -1.93  2.90
H  -5.74  -0.53  3.00
H  -5.68  1.77  2.05
H  -3.59  2.66  1.09
S  0.45  2.11  -1.87
Se  -3.70  -0.44  -1.98
N  -3.24  -1.52  -3.28
C  -1.98  -1.87  -3.07
C  -1.17  -2.72  -3.87
C  0.12  -2.92  -3.46
C  0.62  -2.29  -2.30
N  -0.09  -1.51  -1.53
C  -1.38  -1.30  -1.89
N  -2.15  -0.50  -1.18
H  -1.57  -3.17  -4.77
H  0.78  -3.56  -4.03
H  1.65  -2.43  -1.98

Strongest force on any atom in hartree/bohr: 0.028
Orbital gap in eV: 6.076
E_tot in hartree: -4317.28381

natural (NBO) population analysis, charges in e, atoms 1 to 2: 1.6434, -0.8024